Entry 1:
Density functional theory data (ωB97M-V/def2-TZVPD) for a molecular structure, C34H85GeO7P4PtSi2Te2 in a non-equilibrium geometry.

Element x y z (Å)
Pt -1.44 1.10 0.02
C -4.10 2.69 1.74
P -2.35 2.85 1.31
C -1.56 3.52 2.77
C -2.34 4.23 0.12
C -3.07 3.81 -1.15
P -2.51 2.18 -1.76
C -1.55 2.56 -3.24
C -4.02 1.42 -2.39
H -4.45 3.67 2.08
H -4.24 1.97 2.55
H -4.69 2.37 0.89
H -1.94 4.53 2.94
H -0.48 3.55 2.63
H -1.78 2.90 3.64
H -1.30 4.49 -0.08
H -2.82 5.09 0.57
H -2.94 4.56 -1.93
H -4.15 3.73 -0.96
H -2.12 3.27 -3.84
H -1.40 1.64 -3.80
H -0.58 2.98 -2.98
H -4.46 2.07 -3.15
H -4.73 1.26 -1.58
H -3.78 0.45 -2.83
C -3.63 -4.12 2.64
C -4.76 -3.53 1.81
C -4.86 -2.00 1.93
C -4.00 -1.23 0.93
Ge -2.07 -0.91 1.40
C -2.00 -0.11 3.26
C -2.07 -1.18 4.35
C -0.79 -1.98 4.53
C -0.94 -3.05 5.61
H -3.53 -5.19 2.45
H -3.82 -4.00 3.71
H -2.67 -3.64 2.41
H -5.70 -3.96 2.16
H -4.65 -3.80 0.76
H -4.66 -1.69 2.95
H -5.90 -1.70 1.73
H -4.39 -0.22 0.76
H -3.97 -1.73 -0.04
H -1.29 -2.21 1.62
H -2.82 0.60 3.31
H -1.04 0.43 3.28
H -2.91 -1.85 4.18
H -2.30 -0.67 5.29
H 0.03 -1.31 4.79
H -0.52 -2.46 3.58
H -1.15 -2.60 6.58
H -0.02 -3.63 5.71
H -1.75 -3.74 5.37
C -3.53 -2.07 -4.66
C -2.13 -1.67 -4.25
O -1.90 -2.16 -2.90
P -0.57 -1.91 -2.08
O -0.47 -0.53 -1.47
Te 1.40 -2.32 -3.48
O -0.71 -2.93 -0.90
C -0.97 -4.36 -1.06
C 0.20 -5.12 -1.65
H -3.74 -1.68 -5.65
H -4.26 -1.67 -3.96
H -3.62 -3.15 -4.68
H -2.00 -0.58 -4.27
H -1.39 -2.12 -4.91
H -1.87 -4.48 -1.67
H -1.18 -4.70 -0.05
H 0.29 -4.97 -2.73
H 0.05 -6.19 -1.48
H 1.13 -4.83 -1.17
C 1.38 0.78 5.21
C 1.74 1.88 4.22
C 3.24 1.96 3.97
C 1.23 3.22 4.71
O 1.01 1.60 2.93
P 1.47 0.57 1.84
O 2.61 1.20 1.04
O 0.26 0.16 1.00
O 2.05 -0.62 2.65
C 2.72 -1.87 2.22
C 1.96 -2.52 1.07
C 4.15 -1.56 1.83
C 2.68 -2.76 3.45
H 1.86 0.99 6.17
H 1.72 -0.19 4.86
H 0.30 0.74 5.37
H 3.74 2.16 4.91
H 3.47 2.77 3.27
H 3.62 1.03 3.56
H 1.78 3.50 5.60
H 0.17 3.17 4.97
H 1.38 3.99 3.95
H 2.22 -2.05 0.11
H 0.88 -2.42 1.22
H 2.22 -3.57 1.02
H 4.19 -0.84 1.01
H 4.65 -2.48 1.53
H 4.70 -1.14 2.68
H 1.65 -3.01 3.71
H 3.14 -2.27 4.30
H 3.22 -3.68 3.25
C 1.53 -0.33 -6.84
Si 3.07 0.68 -6.42
C 2.51 2.47 -6.29
C 4.48 0.33 -7.57
C 3.61 0.25 -4.61
Te 1.91 0.35 -3.35
C 2.71 0.26 -1.44
Si 2.99 1.95 -0.55
C 1.37 3.02 -0.54
C 3.49 2.87 -2.32
C 4.78 2.30 0.01
H 1.23 -0.12 -7.87
H 0.69 -0.07 -6.20
H 1.71 -1.40 -6.78
H 1.97 2.78 -7.19
H 3.36 3.15 -6.19
H 1.85 2.63 -5.44
H 4.20 0.56 -8.60
H 4.76 -0.73 -7.54
H 5.36 0.92 -7.32
H 4.32 1.00 -4.26
H 4.06 -0.74 -4.52
H 3.61 -0.36 -1.47
H 1.95 -0.28 -0.86
H 1.34 3.80 -1.30
H 1.27 3.49 0.44
H 0.51 2.35 -0.68
H 2.68 2.70 -3.06
H 4.43 2.46 -2.69
H 3.60 3.95 -2.16
H 4.89 2.15 1.08
H 5.08 3.32 -0.23
H 5.47 1.62 -0.51

Properties
- gap between HOMO and LUMO (eV) = 4.6
- ΔE to the lowest compared entry with this formula, charge and spin (eV) = 2.270
- net charge = +3

These are the Löwdin partial charges, in e, on atoms 1 to 8: number 1, Pt, carries 0.74; number 2, C, carries -0.19; number 3, P, carries 0.79; number 4, C, carries -0.19; number 5, C, carries -0.36; number 6, C, carries -0.36; number 7, P, carries 0.77; number 8, C, carries -0.19

---

Entry 2:
Density functional theory data (ωB97M-V/def2-TZVPD) for a molecular structure, C34H85MnO17 in a non-equilibrium geometry.

Element x y z (Å)
Mn -8.73 -6.21 10.69
C -5.51 -4.24 11.86
C -6.23 -3.73 10.64
O -7.22 -4.75 10.29
H -4.82 -3.46 12.16
H -5.00 -5.20 11.75
H -6.23 -4.31 12.68
H -5.59 -3.39 9.82
H -6.90 -2.89 10.79
C -3.06 -7.56 14.17
O -3.50 -8.83 14.65
C -4.32 -9.53 13.83
C -3.83 -9.78 12.36
O -2.55 -10.34 12.42
C -2.55 -11.70 12.79
H -3.82 -7.17 13.50
H -2.17 -7.58 13.54
H -2.99 -6.86 15.01
H -5.24 -8.97 13.64
H -4.46 -10.46 14.37
H -3.98 -8.86 11.80
H -4.61 -10.30 11.82
H -1.59 -12.06 12.42
H -3.28 -12.38 12.36
H -2.54 -11.77 13.88
C -7.26 -1.45 7.92
O -8.00 -0.31 7.53
C -7.95 0.02 6.12
C -8.42 -1.04 5.16
O -9.82 -1.46 5.34
C -10.39 -2.28 4.27
H -7.78 -2.40 7.83
H -7.03 -1.33 8.98
H -6.27 -1.54 7.48
H -6.94 0.38 5.94
H -8.65 0.85 6.11
H -7.79 -1.90 5.35
H -8.16 -0.98 4.10
H -10.48 -1.81 3.29
H -11.37 -2.63 4.58
H -9.84 -3.22 4.13
C -10.01 -4.71 8.14
O -9.54 -5.98 8.72
C -8.88 -6.75 7.66
C -8.03 -7.97 8.28
O -7.39 -7.58 9.53
C -6.44 -8.59 9.80
H -9.12 -4.08 8.06
H -10.76 -4.22 8.75
H -10.43 -4.82 7.14
H -8.12 -6.15 7.17
H -9.45 -7.24 6.87
H -7.29 -8.38 7.59
H -8.75 -8.77 8.46
H -6.88 -9.54 10.11
H -5.87 -8.33 10.69
H -5.78 -8.71 8.95
C -7.57 -6.55 13.76
O -8.43 -5.78 12.92
C -9.70 -5.42 13.64
C -10.38 -4.45 12.71
O -10.58 -5.06 11.37
C -11.86 -5.44 11.02
H -7.47 -6.15 14.77
H -6.63 -6.79 13.27
H -8.27 -7.36 13.99
H -9.48 -4.95 14.59
H -10.21 -6.38 13.73
H -9.67 -3.62 12.64
H -11.33 -4.13 13.12
H -12.46 -4.74 10.43
H -12.56 -5.83 11.76
H -11.71 -6.15 10.21
C 0.35 -3.89 15.06
O -0.19 -3.24 14.00
C -1.39 -3.85 13.38
C -2.63 -3.69 14.27
O -2.54 -4.36 15.44
C -3.68 -4.20 16.27
H 0.37 -4.98 14.95
H -0.37 -3.71 15.86
H 1.37 -3.56 15.26
H -1.23 -4.90 13.16
H -1.51 -3.40 12.40
H -3.51 -4.05 13.73
H -2.77 -2.63 14.46
H -3.75 -5.10 16.87
H -4.64 -4.16 15.75
H -3.59 -3.36 16.96
C -3.36 2.61 9.38
O -2.87 1.25 9.49
C -3.65 0.24 8.81
C -2.97 -1.13 9.16
O -3.32 -1.53 10.47
C -2.60 -0.91 11.56
H -3.35 2.96 8.35
H -2.70 3.31 9.89
H -4.28 2.88 9.90
H -3.62 0.38 7.73
H -4.71 0.28 9.05
H -1.90 -1.14 8.99
H -3.39 -1.97 8.61
H -1.72 -1.47 11.88
H -3.36 -0.77 12.33
H -2.18 0.08 11.38
C -6.94 -2.40 14.96
O -5.68 -1.95 15.37
C -5.54 -0.57 15.58
C -4.10 -0.32 16.15
O -3.82 -1.08 17.33
C -2.55 -0.85 17.84
H -7.10 -3.46 15.11
H -6.95 -2.22 13.88
H -7.75 -1.73 15.23
H -6.35 -0.16 16.19
H -5.68 0.01 14.67
H -3.76 0.72 16.25
H -3.46 -0.66 15.34
H -1.73 -1.14 17.18
H -2.53 -1.43 18.76
H -2.53 0.21 18.06
C -4.76 -2.25 3.74
O -4.69 -3.70 3.55
C -3.58 -4.39 4.13
C -3.50 -4.39 5.71
O -4.58 -5.19 6.13
C -4.53 -5.44 7.51
H -5.55 -1.73 3.19
H -3.80 -1.75 3.61
H -4.95 -2.04 4.79
H -2.62 -4.10 3.71
H -3.75 -5.41 3.79
H -3.43 -3.37 6.09
H -2.58 -4.83 6.11
H -3.70 -6.06 7.86
H -5.49 -5.83 7.87
H -4.40 -4.51 8.06

Properties
- gap between HOMO and LUMO (spin up / spin down) (eV) = 7.6 / 7.0
- spin multiplicity = 6
- ΔE to the lowest compared entry with this formula, charge and spin (eV) = 2.032
- net charge = +1

These are the Löwdin partial charges, in e, on atoms 1 to 8: number 1, Mn, carries 1.07; number 2, C, carries -0.09; number 3, C, carries -0.35; number 4, O, carries -0.39; number 5, H, carries 0.06; number 6, H, carries 0.07; number 7, H, carries 0.04; number 8, H, carries 0.08

---

Entry 3:
Density functional theory data (ωB97M-V/def2-TZVPD) for a molecular structure, C34H86BaF3N6O13S in a non-equilibrium geometry.

Element x y z (Å)
Ba 1.58 -2.76 3.59
C 0.78 -0.72 -1.31
F 0.20 -0.87 -2.48
F 2.05 -0.37 -1.43
F 0.14 0.25 -0.63
S 0.63 -2.28 -0.29
O 1.09 -1.86 1.03
O -0.79 -2.63 -0.34
O 1.47 -3.29 -0.91
C 4.09 4.31 -0.18
C 3.12 3.19 0.13
C 1.73 3.62 0.57
O 1.89 4.48 1.70
C 0.68 5.03 2.14
N 3.08 2.16 -0.93
H 5.02 3.89 -0.55
H 4.28 5.00 0.64
H 3.72 4.92 -1.01
H 3.56 2.68 1.00
H 1.15 2.74 0.86
H 1.20 4.23 -0.18
H 0.12 5.47 1.30
H 0.90 5.86 2.81
H 0.06 4.31 2.68
H 3.07 2.66 -1.83
H 2.16 1.72 -0.90
C -2.34 -4.17 -6.45
C -1.73 -5.37 -5.74
C -0.52 -4.95 -4.91
O 0.04 -6.16 -4.38
C 1.12 -5.92 -3.50
N -2.75 -6.02 -4.90
H -2.80 -3.48 -5.73
H -3.11 -4.47 -7.16
H -1.55 -3.59 -6.93
H -1.36 -6.09 -6.48
H -0.83 -4.31 -4.09
H 0.29 -4.54 -5.53
H 1.56 -6.87 -3.21
H 0.74 -5.39 -2.62
H 1.87 -5.30 -4.02
H -3.15 -5.28 -4.32
H -2.23 -6.59 -4.24
C 0.75 2.04 -4.22
C 1.16 3.50 -4.16
C 0.09 4.32 -3.46
O 0.30 5.68 -3.77
C -0.44 6.58 -2.98
N 2.45 3.65 -3.50
H 1.39 1.45 -4.87
H -0.26 1.93 -4.63
H 0.73 1.56 -3.23
H 1.19 3.92 -5.18
H 0.07 4.13 -2.38
H -0.89 4.04 -3.85
H -0.17 6.47 -1.93
H -1.52 6.42 -3.08
H -0.21 7.59 -3.31
H 2.71 4.63 -3.51
H 3.17 3.19 -4.06
C 1.50 2.55 3.75
C 2.06 1.14 3.84
C 2.27 0.74 5.29
O 2.81 -0.60 5.29
C 3.89 -0.79 6.17
N 1.13 0.18 3.20
H 2.19 3.33 4.10
H 0.62 2.61 4.40
H 1.17 2.84 2.75
H 2.95 0.99 3.22
H 1.28 0.62 5.74
H 2.85 1.47 5.84
H 3.62 -0.67 7.22
H 4.76 -0.16 5.98
H 4.27 -1.81 6.11
H 0.18 0.33 3.53
H 1.03 0.32 2.20
C -0.04 -6.13 0.64
C 0.30 -5.27 1.85
C 0.21 -6.03 3.18
O 0.15 -5.08 4.24
C -0.40 -5.51 5.48
N 1.65 -4.70 1.71
H -0.98 -6.67 0.77
H 0.74 -6.86 0.43
H -0.17 -5.48 -0.22
H -0.41 -4.44 1.97
H 1.06 -6.72 3.29
H -0.69 -6.66 3.23
H -1.49 -5.56 5.38
H -0.12 -4.78 6.24
H 0.02 -6.46 5.81
H 2.31 -5.48 1.62
H 1.74 -4.34 0.75
C 4.20 -0.36 0.87
C 4.44 -1.83 1.09
O 4.01 -2.20 2.42
O 4.73 0.01 -0.37
H 4.63 0.29 1.65
H 3.11 -0.23 0.87
H 5.48 -2.12 0.94
H 3.85 -2.41 0.39
H 4.74 -2.04 3.02
H 4.32 0.87 -0.59
C -3.55 -1.44 -2.00
C -3.84 -2.83 -2.52
O -2.62 -3.54 -2.72
O -3.27 -1.45 -0.60
H -4.38 -0.74 -2.15
H -2.70 -0.99 -2.54
H -4.30 -2.71 -3.50
H -4.50 -3.37 -1.83
H -2.09 -3.50 -1.91
H -2.40 -1.87 -0.50
C -2.64 2.14 -1.16
C -2.56 3.31 -0.16
C -3.89 4.06 -0.14
C -5.02 3.34 0.59
C -4.52 3.05 2.00
C -3.23 2.19 2.06
N -2.24 2.87 1.21
O -1.00 2.16 1.20
C -2.76 2.26 3.51
C -3.55 0.74 1.64
C -1.48 4.29 -0.60
H -3.03 2.51 -2.11
H -1.66 1.73 -1.38
H -3.30 1.33 -0.86
H -3.74 5.02 0.37
H -4.21 4.31 -1.16
H -5.91 3.97 0.64
H -5.30 2.44 0.04
H -5.28 2.55 2.59
H -4.24 3.99 2.48
H -3.42 1.69 4.17
H -2.73 3.28 3.89
H -1.74 1.89 3.62
H -3.91 0.17 2.50
H -2.64 0.26 1.28
H -4.39 0.70 0.95
H -1.17 4.93 0.23
H -0.54 3.76 -0.80
H -1.72 4.91 -1.46
H -1.22 1.35 0.71

Properties
- gap between HOMO and LUMO (eV) = 7.0
- ΔE to the lowest compared entry with this formula, charge and spin (eV) = 0.000
- net charge = +1

These are the Löwdin partial charges, in e, on atoms 1 to 8: number 1, Ba, carries 1.99; number 2, C, carries -0.65; number 3, F, carries 0.18; number 4, F, carries 0.15; number 5, F, carries 0.10; number 6, S, carries 0.53; number 7, O, carries -0.48; number 8, O, carries -0.30